--- P ---
Entry from the OMol25 dataset: a 8-piece molecular cluster, C42H97N3O8 overall (wB97M-V/def2-TZVPD).

The calculation puts the HOMO energy at -0.314 Eh. As for the structure (SMILES): CC1(C)CCCC(C)(C)N1O.CC1(C)CCCC(C)(C)N1O.CC1(C)CCCC(C)(C)N1O.CC(C)O.CC(C)O.CC(C)O.CC(C)O.CC(C)O. For the gap between HOMO and LUMO, the calculation gives 8.842 eV.

Geometry (Å):
H  1.054  3.062  3.677
C  1.697  -3.637  6.289
H  1.022  -3.194  2.048
H  -3.532  5.429  -2.992
O  -3.048  2.323  -6.122
H  -0.902  -6.289  2.765
C  1.462  -3.317  -3.867
H  -1.292  0.025  0.075
H  0.066  -5.411  7.552
H  1.547  1.804  -4.923
C  0.683  -4.911  3.403
H  -3.849  0.448  2.568
H  -2.431  -3.591  -5.815
H  -3.200  1.995  -0.015
H  -2.992  4.221  -7.891
H  2.036  -3.142  3.420
H  3.481  -4.600  3.910
C  -4.317  5.584  -4.971
C  1.955  2.453  3.603
C  -4.906  3.837  -3.324
C  2.217  1.379  8.164
C  1.401  -5.117  5.881
H  0.795  -3.161  6.662
H  4.638  -3.294  -2.462
H  -0.319  0.763  3.618
C  4.229  0.693  4.954
H  3.149  2.571  -4.788
H  3.957  3.226  7.479
C  2.674  1.693  6.748
C  3.005  0.247  4.184
C  3.861  -3.049  -3.180
H  0.525  -3.767  -3.522
C  -3.983  2.827  -4.055
O  2.986  -5.198  -3.426
H  0.572  -6.879  6.821
H  2.884  2.978  3.793
H  -4.979  1.257  -2.891
H  -3.312  -0.718  -0.312
H  -1.761  -0.393  -3.590
H  0.606  3.618  -5.940
H  2.786  -0.797  4.424
H  -1.868  2.189  -3.744
H  -0.145  1.546  6.547
C  1.569  3.830  -5.476
H  -1.691  -2.751  -7.171
H  -1.702  0.328  -6.167
H  -1.793  0.848  2.563
H  2.440  4.901  -3.739
H  0.883  -0.257  2.887
H  -0.717  -3.160  -5.745
C  0.938  -5.887  7.089
H  2.388  3.839  7.180
H  -4.938  -0.548  0.418
C  -0.489  -5.311  2.521
N  0.384  -5.194  4.832
H  -1.712  5.971  -5.591
H  -5.301  5.816  -2.954
H  -5.006  3.542  -2.275
H  1.637  -5.975  7.921
H  2.216  -5.609  2.021
C  -3.578  1.963  1.001
H  0.401  -0.459  4.537
H  2.125  -3.091  5.447
C  -1.700  -2.829  -6.085
H  3.165  4.634  -6.306
H  0.936  5.511  -4.328
H  -1.299  -4.586  2.649
C  -4.505  5.273  -3.465
C  0.655  0.306  3.791
H  -0.682  -1.682  -3.642
H  -1.235  4.295  -5.880
O  0.425  2.180  6.097
C  -1.945  4.931  -5.357
N  1.565  1.389  5.830
C  1.491  4.584  -4.177
H  -0.615  -3.577  5.087
C  3.137  3.168  6.758
H  -2.361  3.568  -2.747
H  -2.746  1.870  -2.435
C  -2.713  2.645  -3.208
O  -1.188  -0.486  -6.136
H  2.463  2.087  -6.411
H  1.289  -1.333  -1.173
C  -4.773  1.509  -3.924
H  3.246  0.283  3.117
H  0.708  1.277  0.186
H  -5.573  1.557  -4.669
H  1.723  0.407  8.274
H  0.619  -1.346  0.530
H  3.836  -6.361  3.617
C  1.775  1.143  4.411
H  2.515  -3.572  7.010
H  -3.015  2.615  1.676
O  -0.873  0.332  -0.744
H  -4.615  2.278  1.122
H  1.562  -6.848  3.164
H  4.540  1.675  4.585
H  4.182  -3.174  -4.218
H  -3.910  6.601  -4.942
H  -3.735  -1.464  1.217
H  2.403  -3.858  -1.942
C  1.177  -0.797  -0.224
C  0.521  0.522  -0.592
O  -0.798  -4.523  5.229
H  0.370  -2.715  3.540
H  2.396  -6.937  5.423
H  3.555  -5.874  5.992
H  -3.494  5.870  -7.604
H  1.354  1.980  8.480
H  3.618  -1.986  -3.102
H  3.730  -0.156  6.944
H  -1.740  4.774  -4.300
H  1.945  2.137  2.552
H  0.645  2.024  -2.259
H  -3.618  1.928  -6.791
H  -0.237  -5.269  1.461
H  2.996  1.561  8.902
H  -4.194  0.663  -4.323
C  2.585  -3.875  -3.021
O  2.226  4.587  -6.522
C  2.260  2.473  -5.418
H  -2.356  -1.995  -3.281
H  3.489  3.550  5.803
N  -3.847  3.281  -5.439
H  1.510  -3.572  -4.924
C  2.649  -5.868  5.376
H  -3.016  -1.220  -5.590
C  3.105  -5.627  3.952
C  -3.411  4.646  -5.765
H  -5.915  3.713  -3.738
C  1.041  -3.469  3.108
H  2.109  1.270  -1.923
C  -1.700  -1.429  -3.943
H  5.062  0.012  4.774
H  -4.642  4.596  -7.576
O  -1.994  0.286  1.809
H  0.971  3.943  -3.462
H  0.856  0.373  -2.740
C  3.896  0.801  6.448
H  2.416  -5.852  -3.009
H  2.215  -0.652  0.093
C  -3.625  4.842  -7.256
H  4.840  1.206  6.822
C  1.033  1.064  -1.910
H  1.378  -2.242  -3.716
C  -1.952  -1.455  -5.450
C  1.889  -5.813  3.044
C  -3.402  0.539  1.575
C  -3.865  -0.558  0.611
H  -5.290  5.742  -5.444

--- Q ---
Entry from the OMol25 dataset: a 8-piece molecular cluster, C42H97N3O8 overall (wB97M-V/def2-TZVPD).

The calculation puts the HOMO energy at -0.294 Eh. As for the structure (SMILES): CC1(C)CCCC(C)(C)N1O.CC1(C)CCCC(C)(C)N1O.CC1(C)CCCC(C)(C)N1O.CC(C)O.CC(C)O.CC(C)O.CC(C)O.CC(C)O. For the gap between HOMO and LUMO, the calculation gives 8.474 eV.

Geometry (Å):
H  -20.577  -9.526  8.343
C  -21.869  -10.612  4.965
H  -17.513  -4.867  -2.985
C  -27.850  -4.021  6.992
C  -16.821  -8.704  0.890
C  -25.830  -3.204  8.528
H  -18.316  -11.709  9.213
H  -16.570  -11.525  8.893
C  -23.385  -10.707  10.927
H  -23.447  -8.110  8.610
H  -18.848  -5.961  -3.569
H  -21.035  -5.922  9.659
C  -20.067  -3.945  0.041
H  -16.169  -9.458  3.540
C  -21.901  -10.200  11.006
H  -23.069  -10.162  3.219
H  -23.524  -8.246  12.388
H  -25.543  -3.178  9.579
H  -20.742  -9.367  12.836
H  -28.992  -5.824  7.487
H  -18.765  -2.106  -3.292
C  -19.607  -4.736  1.328
C  -20.034  -6.075  5.680
C  -25.428  -4.647  6.358
C  -29.158  -4.836  7.059
H  -21.043  -12.029  11.873
H  -15.784  -7.776  3.617
H  -27.307  -1.948  6.138
H  -22.038  -3.199  -0.738
H  -19.732  0.891  8.741
C  -21.984  -7.840  10.106
H  -18.606  -9.669  2.181
C  -21.096  -6.931  9.252
H  -24.147  -8.172  10.135
O  -18.694  -8.728  2.348
H  -23.585  -6.565  9.334
C  -27.331  -3.704  8.454
H  -18.698  -7.681  6.323
H  -21.755  -2.638  7.556
O  -18.926  -9.909  7.422
C  -24.850  -3.645  5.300
H  -19.132  -6.371  -0.750
H  -15.776  -9.908  7.360
O  -20.800  -11.394  4.445
H  -20.280  -4.177  6.723
C  -21.223  -9.215  4.887
H  -20.789  -11.884  10.190
C  -23.240  -10.527  4.232
H  -17.022  -8.500  4.440
H  -22.539  -6.379  11.733
H  -22.203  -1.034  7.378
H  -22.303  -7.664  13.548
C  -19.441  -0.037  8.248
H  -23.783  -3.509  5.480
H  -24.973  -4.005  4.279
H  -18.350  -4.436  -4.330
H  -23.673  -11.526  4.283
H  -19.184  -4.123  5.440
C  -19.565  -2.541  0.113
C  -21.754  -9.503  12.455
C  -17.796  -9.993  8.117
C  -24.855  -6.124  6.132
H  -21.246  -0.275  9.744
H  -20.087  -7.338  9.183
H  -17.840  -6.439  5.538
H  -25.221  -6.881  6.826
N  -19.522  -4.669  -1.166
C  -28.073  -2.721  6.197
H  -20.567  -3.602  -4.224
H  -19.587  -4.048  2.174
C  -20.260  -1.357  8.498
H  -20.063  -1.996  0.915
C  -18.911  -2.636  -2.351
C  -17.463  -8.115  2.130
C  -22.456  -8.133  12.576
H  -18.548  -2.666  0.483
O  -27.270  -5.217  4.945
H  -24.838  -5.126  8.402
H  -17.874  -2.729  -2.028
H  -22.160  -3.414  0.882
H  -27.372  -6.167  5.038
H  -28.969  -2.211  6.551
C  -24.933  -4.238  7.778
H  -23.853  -9.922  4.899
H  -17.649  -7.041  2.090
H  -17.203  -8.549  -0.119
H  -15.836  -8.236  0.900
H  -20.580  -1.391  -1.543
H  -20.957  -4.268  5.054
H  -23.384  -11.538  11.633
H  -21.650  -3.487  -2.846
H  -18.896  -10.487  6.656
H  -17.769  -12.113  7.642
H  -21.345  -5.034  -3.412
H  -21.982  -10.891  6.013
H  -27.913  -2.961  9.000
C  -20.818  -11.290  11.104
C  -20.142  -4.564  5.714
H  -29.607  -4.868  6.066
H  -16.777  -8.398  7.120
H  -25.847  -2.346  7.856
H  -21.976  -8.427  4.837
O  -19.915  -6.019  -1.181
C  -17.570  -11.431  8.469
H  -20.689  -9.068  3.949
H  -20.835  -11.209  3.503
H  -29.712  -4.342  7.857
O  -21.103  -1.217  9.629
H  -18.366  -0.162  8.383
N  -21.466  -9.170  10.009
H  -23.766  -6.102  6.140
C  -16.608  -8.466  3.432
H  -21.585  -6.737  8.298
C  -20.842  -4.076  -3.281
H  -16.832  -9.701  6.085
H  -18.972  -0.898  -1.147
H  -20.266  -5.530  1.679
C  -23.397  -7.611  9.578
H  -23.527  -11.133  9.934
C  -21.308  -1.655  7.403
C  -16.760  -9.488  7.152
C  -18.527  -4.937  -3.379
C  -18.644  -6.594  6.258
H  -18.654  -5.262  1.274
H  -20.054  -7.311  4.129
H  -22.053  -4.934  -0.053
C  -19.592  -1.781  -1.298
H  -17.705  -9.506  9.088
N  -26.872  -4.898  6.280
H  -23.881  -3.959  7.721
H  -20.869  -1.590  6.407
H  -22.180  -10.028  13.310
H  -19.836  -10.886  11.350
O  -21.436  -9.746  8.710
H  -19.568  -2.181  8.673
C  -19.506  -4.051  -2.511
C  -21.898  -7.223  11.478
H  -16.615  -9.771  0.974
H  -28.195  -3.120  5.190
H  -25.097  -6.501  5.138
H  -24.159  -9.949  11.042
H  -19.419  0.321  7.219
C  -21.703  -3.904  0.023
H  -20.588  -8.938  5.728
H  -25.403  -2.706  5.339
H  -27.467  -4.490  9.197
O  -20.206  -6.392  4.363
H  -20.855  -7.021  11.722
H  -18.425  -6.265  7.274
H  -20.841  -6.531  6.252

Energies in eV, measured from the most stable structure: P 0.000; Q 3.899.

--- P ---
Entry from the OMol25 dataset: one molecule with the formula C3H2N4 (wB97M-V/def2-TZVPD).

The calculation puts the HOMO energy at -0.365 Eh. As for the structure (SMILES): C#Cc1nnn[nH]1. For the gap between HOMO and LUMO, the calculation gives 9.527 eV.

Geometry (Å):
N  2.391  -0.695  -0.144
N  2.058  0.632  -0.076
C  -2.413  -0.095  -0.230
H  0.469  1.805  0.319
H  -3.413  -0.112  -0.085
N  0.702  0.760  -0.049
N  1.187  -1.371  -0.021
C  0.219  -0.364  0.186
C  -1.199  -0.562  0.101

--- Q ---
Entry from the OMol25 dataset: one molecule with the formula C3H2N4 (wB97M-V/def2-TZVPD).

The calculation puts the HOMO energy at -0.396 Eh. As for the structure (SMILES): N#Cc1c[nH]nn1. For the gap between HOMO and LUMO, the calculation gives 10.696 eV.

Geometry (Å):
C  -0.410  -0.440  -0.182
H  1.518  1.294  0.154
N  1.747  -0.645  -0.151
N  -2.803  -0.637  -1.125
N  1.406  0.412  0.681
H  -0.452  1.267  1.286
C  -1.723  -0.599  -0.709
N  0.692  -1.163  -0.628
C  0.024  0.512  0.675

Energies in eV, measured from the most stable structure: P 3.225; Q 0.000.

--- P ---
Entry from the OMol25 dataset: a 2-piece molecular cluster, H3NO2Si overall (wB97M-V/def2-TZVPD).

The calculation puts the HOMO energy at -0.342 Eh. As for the structure (SMILES): O=[SiH2].N=O. For the gap between HOMO and LUMO, the calculation gives 8.496 eV.

Geometry (Å):
H  0.541  -1.419  -1.362
O  0.776  -1.093  1.172
Si  0.232  -1.871  -0.018
H  -0.709  -2.931  -0.307
N  -0.241  1.706  -0.501
O  0.582  1.548  -1.337
H  -0.106  0.934  0.192

--- Q ---
Entry from the OMol25 dataset: a 2-piece molecular cluster, H3NO2Si overall (wB97M-V/def2-TZVPD).

The calculation puts the HOMO energy at -0.335 Eh. For the gap between HOMO and LUMO, the calculation gives 7.626 eV.

Geometry (Å):
H  -1.006  -0.336  -1.286
H  -1.861  -0.947  0.917
O  2.095  -0.295  -1.044
O  1.914  0.155  1.045
N  1.429  -0.108  -0.031
Si  -1.169  0.050  0.066
H  -1.402  1.481  0.333

Energies in eV, measured from the most stable structure: P 0.000; Q 1.256.

--- P ---
Entry from the OMol25 dataset: a 2-piece molecular cluster, H4S2 overall (wB97M-V/def2-TZVPD).

The calculation puts the HOMO energy at -0.352 Eh. As for the structure (SMILES): S.S. For the gap between HOMO and LUMO, the calculation gives 10.323 eV.

Geometry (Å):
H  0.798  -0.204  0.427
H  0.198  0.137  -1.152
S  0.451  -0.069  1.720
H  -1.318  0.810  -2.158
S  -1.019  0.632  -0.858
H  0.891  -1.305  2.021

--- Q ---
Entry from the OMol25 dataset: a 2-piece molecular cluster, H4S2 overall (wB97M-V/def2-TZVPD).

The calculation puts the HOMO energy at -0.359 Eh. As for the structure (SMILES): S.S. For the gap between HOMO and LUMO, the calculation gives 10.469 eV.

Geometry (Å):
S  0.007  -0.018  -2.545
H  0.156  -1.085  -3.337
H  1.228  -0.136  -2.016
H  0.374  -0.025  2.199
S  -0.603  0.076  3.094
H  -1.161  1.188  2.606

Energies in eV, measured from the most stable structure: P 0.289; Q 0.000.